C43H34BrN4O5P2S3Se3TaTe as an isolated structure in a non-equilibrium geometry, computed with ωB97M-V/def2-TZVPD.

Summary:
F_max, eV/Å: 6.0
Expectation value of S²: 0.760
LUMO (spin up / spin down), hartree: 0.0428 / 0.0268
Total charge: -1
Spin multiplicity: 2
Relative energy (zero: lowest compared OMol25 entry of this formula, charge and spin), kcal/mol: 0.0
Gap between HOMO and LUMO (spin up / spin down), Eh: 0.22140 / 0.22980

Each line ends with the Löwdin charge.
CARTESIAN COORDINATES (ANGSTROEM)
Ta (-1.403, -0.315, 0.686)  0.76
O (-2.722, -1.473, 0.888)  -0.66
N (-2.552, 0.699, -0.705)  -0.17
C (-3.609, 0.602, -1.521)  -0.11
C (-3.825, 1.518, -2.511)  -0.06
C (-2.898, 2.558, -2.672)  -0.06
C (-1.819, 2.664, -1.833)  -0.08
C (-1.675, 1.721, -0.802)  -0.74
S (-0.362, 1.799, 0.353)  0.62
H (-4.252, -0.250, -1.342)  0.13
H (-4.684, 1.423, -3.159)  0.10
H (-3.030, 3.279, -3.470)  0.11
H (-1.081, 3.446, -1.935)  0.10
Se (-0.402, -1.642, -1.134)  0.17
Se (0.799, -4.627, 2.128)  -0.09
Te (-0.345, -2.576, 1.521)  0.32
Se (-0.950, -1.172, 3.355)  0.11
C (4.514, 0.556, -0.734)  -0.14
N (3.060, 0.566, -0.511)  -0.52
P (2.354, 0.020, 0.983)  0.95
C (3.719, -1.004, 1.667)  -0.36
C (3.633, -2.384, 1.531)  -0.13
C (4.649, -3.211, 2.000)  -0.08
C (5.769, -2.659, 2.596)  -0.09
C (5.855, -1.279, 2.762)  -0.09
C (4.832, -0.460, 2.315)  -0.10
C (2.457, 1.469, 2.101)  -0.41
C (1.955, 1.310, 3.395)  -0.12
C (1.784, 2.410, 4.222)  -0.08
C (2.140, 3.677, 3.775)  -0.09
C (2.683, 3.835, 2.509)  -0.09
C (2.827, 2.736, 1.670)  -0.11
P (2.022, 1.051, -1.787)  0.95
C (2.745, 2.685, -2.271)  -0.34
C (3.816, 2.890, -3.141)  -0.10
C (4.311, 4.167, -3.370)  -0.09
C (3.736, 5.264, -2.741)  -0.10
C (2.660, 5.079, -1.885)  -0.09
C (2.171, 3.798, -1.656)  -0.13
C (2.526, -0.031, -3.176)  -0.40
C (2.866, -1.359, -2.928)  -0.10
C (2.969, -2.271, -3.970)  -0.07
C (2.722, -1.871, -5.274)  -0.13
C (2.357, -0.556, -5.532)  -0.09
C (2.243, 0.352, -4.489)  -0.13
H (4.946, -0.416, -0.500)  0.07
H (5.021, 1.312, -0.128)  0.08
H (4.720, 0.767, -1.780)  0.06
H (2.769, -2.839, 1.064)  0.02
H (4.535, -4.283, 1.907)  0.10
H (6.573, -3.296, 2.942)  0.10
H (6.719, -0.842, 3.247)  0.10
H (4.893, 0.610, 2.472)  0.10
H (1.679, 0.324, 3.748)  0.06
H (1.347, 2.280, 5.205)  0.10
H (1.982, 4.540, 4.410)  0.10
H (2.981, 4.818, 2.163)  0.10
H (3.213, 2.870, 0.666)  0.08
H (4.262, 2.048, -3.655)  0.10
H (5.151, 4.304, -4.040)  0.10
H (4.122, 6.259, -2.923)  0.10
H (2.197, 5.926, -1.394)  0.10
H (1.334, 3.662, -0.978)  0.06
H (3.014, -1.690, -1.906)  0.10
H (3.200, -3.307, -3.758)  0.11
H (2.783, -2.590, -6.080)  0.09
H (2.132, -0.243, -6.545)  0.11
H (1.916, 1.366, -4.694)  0.11
Br (-3.735, 6.590, 5.003)  0.70
C (-3.038, 4.853, 4.694)  -0.67
C (-2.282, 4.238, 5.679)  -0.20
N (-1.797, 3.008, 5.536)  0.08
C (-2.057, 2.364, 4.397)  -0.07
C (-2.777, 2.921, 3.349)  -0.09
C (-3.279, 4.203, 3.502)  -0.05
C (-2.971, 2.199, 2.032)  -0.62
O (-3.478, 2.808, 1.100)  0.05
O (-2.538, 0.990, 2.025)  -0.30
H (-2.061, 4.751, 6.608)  0.10
H (-1.676, 1.355, 4.314)  0.06
H (-3.833, 4.660, 2.693)  0.12
O (-0.763, -4.612, -5.740)  -0.28
S (0.238, -3.601, -5.567)  0.67
O (1.617, -3.953, -5.751)  -0.32
N (0.028, -2.842, -4.108)  -0.05
C (-0.392, -1.635, -4.282)  -0.70
S (-0.783, -0.516, -3.039)  0.60
C (-0.542, -1.177, -5.700)  -0.24
C (-0.947, 0.051, -6.190)  -0.03
C (-0.991, 0.222, -7.569)  -0.06
C (-0.636, -0.813, -8.430)  -0.07
C (-0.220, -2.041, -7.931)  -0.03
C (-0.183, -2.193, -6.561)  -0.23
H (-1.219, 0.857, -5.520)  0.11
H (-1.302, 1.175, -7.977)  0.10
H (-0.692, -0.661, -9.500)  0.10
H (0.079, -2.847, -8.588)  0.12

***

C35H56AsN7OOsSb as an isolated structure in a non-equilibrium geometry, computed with ωB97M-V/def2-TZVPD.

Summary:
F_max, eV/Å: 4.8
Expectation value of S²: 6.020
LUMO (spin up / spin down), hartree: -0.2795 / -0.3430
Total charge: +3
Spin multiplicity: 5
Relative energy (zero: lowest compared OMol25 entry of this formula, charge and spin), kcal/mol: 41.0
Gap between HOMO and LUMO (spin up / spin down), Eh: 0.20506 / 0.20710

Each line ends with the Löwdin charge.
CARTESIAN COORDINATES (ANGSTROEM)
Os (-0.139, 1.510, 0.131)  1.21
N (2.106, 0.214, 2.320)  0.15
C (0.906, 0.592, 2.951)  -0.24
C (0.717, 0.405, 4.294)  0.00
C (-0.375, 0.912, 4.938)  0.01
C (-1.367, 1.570, 4.185)  -0.01
C (-1.133, 1.738, 2.859)  -0.13
N (-0.054, 1.208, 2.172)  -0.08
C (2.662, 0.445, 1.081)  -0.26
C (4.046, 0.228, 0.921)  0.03
C (4.694, 0.892, -0.100)  -0.01
C (3.974, 1.578, -1.049)  -0.04
C (2.629, 1.419, -1.008)  -0.16
N (1.931, 1.009, 0.059)  -0.08
H (2.803, -0.138, 2.989)  0.16
H (1.508, -0.150, 4.831)  0.15
H (-0.411, 0.775, 5.981)  0.12
H (-2.231, 1.992, 4.680)  0.13
H (-1.768, 2.406, 2.276)  0.10
H (4.618, -0.262, 1.738)  0.15
H (5.773, 0.932, -0.138)  0.14
H (4.449, 2.296, -1.691)  0.13
H (1.986, 1.798, -1.789)  0.10
C (-1.165, 5.132, 0.383)  -0.23
As (0.242, 3.762, 0.063)  1.02
C (0.825, 4.389, -1.716)  -0.25
C (1.798, 4.281, 1.323)  -0.23
C (2.417, 5.538, 0.872)  -0.32
C (3.524, 5.519, -0.037)  -0.06
C (4.291, 6.630, -0.295)  -0.05
C (3.859, 7.888, 0.211)  -0.06
C (2.790, 7.960, 1.058)  -0.05
C (2.087, 6.777, 1.404)  -0.04
H (-0.974, 6.020, -0.256)  0.06
H (-1.117, 5.425, 1.437)  0.04
H (-2.097, 4.652, 0.188)  -0.01
H (0.720, 5.467, -1.779)  0.04
H (0.178, 3.978, -2.543)  0.06
H (1.837, 4.081, -1.886)  0.00
H (2.406, 3.384, 1.135)  0.05
H (1.357, 4.224, 2.274)  0.06
H (3.748, 4.570, -0.503)  0.08
H (5.190, 6.601, -0.919)  0.12
H (4.326, 8.776, -0.185)  0.11
H (2.442, 8.926, 1.476)  0.13
H (1.203, 6.851, 2.016)  0.11
C (-1.006, -0.157, -2.493)  -0.06
C (-0.660, -0.233, -0.964)  -0.42
O (-0.850, -1.404, -0.502)  -0.28
H (-0.167, -0.653, -3.003)  0.08
H (-1.107, 0.862, -2.901)  0.07
H (-1.911, -0.678, -2.701)  0.05
N (-5.277, 2.922, -1.776)  0.20
C (-5.415, 1.814, -1.009)  -0.49
N (-6.556, 1.174, -0.951)  0.22
N (-4.448, 1.335, -0.267)  0.16
C (-3.223, 1.669, -0.310)  -0.24
N (-2.071, 1.722, -0.081)  -0.08
H (-6.085, 3.366, -2.214)  0.14
H (-4.386, 3.462, -1.680)  0.14
H (-7.392, 1.386, -1.522)  0.16
H (-6.578, 0.285, -0.473)  0.14
C (1.183, -3.875, -3.343)  -0.10
C (1.500, -4.089, -1.873)  -0.65
C (2.483, -3.112, -1.310)  -0.13
C (1.900, -5.518, -1.639)  -0.11
Sb (-0.494, -3.743, -0.619)  1.80
C (-0.472, -4.073, 1.673)  -0.63
C (-0.806, -5.551, 1.974)  -0.10
C (0.925, -3.705, 2.112)  -0.14
C (-1.554, -3.099, 2.199)  -0.11
C (-2.500, -4.449, -1.621)  -0.63
C (-2.625, -3.619, -2.899)  -0.10
C (-2.442, -5.927, -1.858)  -0.12
C (-3.515, -4.107, -0.529)  -0.12
H (2.077, -4.005, -4.029)  0.13
H (0.835, -2.872, -3.511)  0.05
H (0.390, -4.548, -3.653)  0.07
H (3.476, -3.374, -1.768)  0.12
H (2.563, -3.170, -0.225)  0.05
H (2.275, -2.067, -1.623)  0.08
H (2.717, -5.756, -2.321)  0.10
H (1.081, -6.179, -1.802)  0.06
H (2.244, -5.682, -0.607)  0.09
H (-0.174, -6.214, 1.377)  0.08
H (-1.783, -5.845, 1.645)  0.05
H (-0.707, -5.790, 3.070)  0.12
H (1.635, -4.504, 1.886)  0.08
H (0.954, -3.538, 3.213)  0.10
H (1.315, -2.778, 1.627)  0.06
H (-2.559, -3.497, 2.113)  0.07
H (-1.484, -2.124, 1.731)  0.04
H (-1.445, -2.912, 3.291)  0.10
H (-1.721, -3.574, -3.449)  0.04
H (-2.932, -2.581, -2.659)  0.07
H (-3.445, -4.035, -3.535)  0.12
H (-1.678, -6.316, -2.583)  0.10
H (-3.426, -6.244, -2.247)  0.11
H (-2.340, -6.476, -0.919)  0.08
H (-3.512, -3.112, -0.118)  0.06
H (-3.514, -4.855, 0.283)  0.09
H (-4.505, -4.161, -0.965)  0.09

***

A 2-piece molecular cluster, CH4ClN2O overall in a non-equilibrium geometry, computed with ωB97M-V/def2-TZVPD.

Summary:
F_max, eV/Å: 3.5
LUMO (spin up / spin down), hartree: -0.2834 / -0.3062
Total charge: +1
Relative energy (zero: lowest compared OMol25 entry of this formula, charge and spin), kcal/mol: 136.6
Gap between HOMO and LUMO (spin up / spin down), Eh: 0.17092 / 0.13581

Each line ends with the Löwdin charge.
CARTESIAN COORDINATES (ANGSTROEM)
C (1.136, 0.500, 0.324)  -0.64
N (1.806, 1.562, 0.468)  0.04
N (-1.630, -1.193, -0.704)  0.23
O (-2.654, -1.280, 0.026)  0.09
Cl (1.544, -0.817, -0.655)  0.64
H (1.647, 2.271, 1.160)  0.12
H (2.731, 1.712, 0.108)  0.11
H (-1.983, -0.684, -1.521)  0.13
H (-2.596, -2.070, 0.794)  0.28

***

Taking the records one at a time from the top gives energy values of -14235.02600 -4391.44865 -684.92686 Eh.